Entry 1:
{"formula": "C6H7OP", "method": "ωB97M-V/def2-TZVPD", "e_lumo_ev": 0.0, "energy_ev": -17667.92833, "molar_mass_g_mol": 126.09, "relative_energy_kj_mol": 296.5, "spin_multiplicity": 1, "symbols": ["O", "C", "C", "C", "C", "C", "C", "P", "H", "H", "H", "H", "H", "H", "H"], "positions_angstrom": [[-3.1432, -1.5428, 0.2207], [-1.8426, -0.9708, 0.2082], [-1.2287, -0.1656, -0.7088], [0.1791, 0.2096, -0.6389], [0.5375, 0.9212, 0.5960], [1.8352, 0.9416, 0.9812], [2.8762, 0.2857, 0.2706], [3.8352, -0.6763, -0.4757], [-3.4547, -1.4722, -0.6233], [-1.2585, -1.1839, 1.1970], [-1.7146, 0.1328, -1.7448], [0.4590, 1.0058, -1.3391], [0.8391, -0.6789, -0.8402], [-0.1233, 1.6175, 1.0551], [2.2044, 1.5764, 1.8421]], "mulliken_charge": [-0.46, -0.04, -0.34, -0.28, -0.27, -0.13, -0.13, -0.30, 0.28, 0.27, 0.18, 0.29, 0.21, 0.43, 0.28]}

=====

Entry 2:
{"formula": "C13H10HgI2N3O2", "method": "ωB97M-V/def2-TZVPD", "e_lumo_ev": [-0.1, -2.2], "s2": 0.76, "energy_ev": -42584.61533, "molar_mass_g_mol": 694.64, "spin_multiplicity": 2, "symbols": ["Hg", "O", "C", "N", "C", "O", "C", "C", "C", "C", "C", "N", "C", "C", "C", "C", "C", "N", "H", "H", "H", "H", "H", "H", "H", "H", "I", "C", "I", "H", "H"], "positions_angstrom": [[0.0145, -0.8019, -0.3924], [-2.0992, 2.1086, 2.0576], [-1.4906, 1.1828, 1.5634], [-0.9694, 1.0982, 0.3037], [-0.9926, 2.1984, -0.5053], [-1.5071, 3.2749, -0.2847], [-0.2258, 2.0530, -1.8146], [-0.2306, 3.1203, -2.7049], [0.4584, 2.9911, -3.8967], [1.1274, 1.8066, -4.1730], [1.0794, 0.7940, -3.2330], [0.4240, 0.9255, -2.0822], [-1.2731, -0.0476, 2.4364], [-1.8155, -0.0537, 3.7161], [-1.6197, -1.1667, 4.5126], [-0.8966, -2.2424, 4.0158], [-0.3935, -2.1545, 2.7309], [-0.5755, -1.0777, 1.9705], [-0.7754, 4.0136, -2.4405], [0.4706, 3.8051, -4.6094], [1.6689, 1.6662, -5.0972], [1.5652, -0.1609, -3.4011], [-2.3745, 0.8084, 4.0464], [-2.0314, -1.1996, 5.5127], [-0.7309, -3.1321, 4.6057], [0.1613, -2.9704, 2.2809], [2.9864, 0.4299, 0.9481], [2.4336, -1.2696, -0.0280], [-0.2881, -3.1672, -1.6358], [2.3530, -2.1702, 0.5625], [2.7512, -1.3706, -1.0552]], "mulliken_charge": [1.22, -0.64, 0.09, -0.26, 0.09, -0.64, 0.54, -0.67, -0.25, -0.74, -0.24, -0.04, 0.53, -0.66, -0.26, -0.73, -0.24, -0.03, 0.50, 0.42, 0.39, 0.39, 0.49, 0.42, 0.40, 0.39, 0.19, -1.09, -0.43, 0.43, 0.43]}

=====

Entry 3:
{"formula": "C17H24N3NaO4SSe", "method": "ωB97M-V/def2-TZVPD", "e_lumo_ev": -0.5, "energy_ev": -111274.84364, "molar_mass_g_mol": 468.41, "spin_multiplicity": 1, "symbols": ["Na", "C", "C", "S", "O", "O", "C", "C", "N", "C", "N", "C", "C", "N", "O", "O", "C", "H", "H", "H", "H", "H", "H", "H", "H", "H", "H", "H", "H", "H", "C", "C", "C", "C", "C", "C", "Se", "C", "C", "C", "H", "H", "H", "H", "H", "H", "H", "H", "H", "H", "H"], "positions_angstrom": [[1.7272, -0.2661, 2.2375], [-1.4508, 6.8167, -3.0599], [-0.4167, 6.3247, -2.0544], [-1.1092, 5.4775, -0.6660], [-0.0354, 5.1757, 0.2481], [-2.2746, 6.1945, -0.2118], [-1.6658, 3.9369, -1.3479], [-2.3831, 3.1090, -0.2910], [-1.4853, 2.6150, 0.7581], [-0.4774, 1.7293, 0.5638], [0.2334, 1.5591, 1.6711], [-0.3262, 2.3767, 2.6146], [-1.3721, 3.0326, 2.0665], [-2.2734, 3.9238, 2.7445], [-1.9139, 4.3250, 3.8301], [-3.2989, 4.2501, 2.1764], [-0.2177, 1.0337, -0.7278], [-0.9591, 7.4159, -3.8253], [-2.2027, 7.4303, -2.5674], [-1.9556, 5.9917, -3.5637], [0.1246, 7.1475, -1.5820], [0.3169, 5.6425, -2.4883], [-0.7922, 3.4332, -1.7574], [-2.3690, 4.1696, -2.1484], [-2.8570, 2.2544, -0.7689], [-3.1565, 3.6977, 0.1894], [0.0296, 2.4622, 3.6277], [-1.1361, 0.8805, -1.2941], [0.2149, 0.0510, -0.5322], [0.4806, 1.6014, -1.3462], [1.7899, -8.3292, 0.1429], [1.6855, -6.8297, 0.2580], [2.7650, -6.0056, -0.0222], [2.6798, -4.6181, 0.0598], [3.9032, -3.7984, -0.2513], [1.4645, -4.0190, 0.4351], [1.3214, -2.1057, 0.4494], [0.3668, -4.8395, 0.7440], [-0.9693, -4.3008, 1.1949], [0.5009, -6.2228, 0.6427], [2.7908, -8.6299, -0.1669], [1.0821, -8.7175, -0.5923], [1.5718, -8.8198, 1.0939], [3.7098, -6.4533, -0.3163], [4.7257, -4.4440, -0.5629], [4.2200, -3.2261, 0.6235], [3.7024, -3.0691, -1.0372], [-0.9263, -3.2302, 1.3710], [-1.2846, -4.8007, 2.1140], [-1.7398, -4.4880, 0.4417], [-0.3581, -6.8446, 0.8833]], "mulliken_charge": [0.79, -1.10, -0.51, 1.31, -0.67, -0.67, -0.55, -1.40, 0.31, 0.67, -0.51, -0.45, 0.05, 1.09, -0.60, -0.63, -0.66, 0.38, 0.31, 0.29, 0.40, 0.35, 0.39, 0.54, 0.39, 0.50, 0.49, 0.29, -0.30, 0.24, -1.43, 0.62, -0.92, 0.84, -1.52, -0.04, -0.67, 1.13, -1.59, -0.65, 0.33, 0.32, 0.32, 0.21, 0.36, 0.27, 0.32, 0.29, 0.35, 0.31, 0.39]}

=====

Entry 4:
{"formula": "CH3NOS", "method": "ωB97M-V/def2-TZVPD", "e_lumo_ev": 0.6, "energy_ev": -15457.99134, "molar_mass_g_mol": 77.11, "relative_energy_kj_mol": 78.9, "spin_multiplicity": 1, "symbols": ["O", "C", "N", "S", "H", "H", "H"], "positions_angstrom": [[-2.0306, -0.0050, -0.1019], [-0.9204, 0.4205, -0.2290], [0.1865, -0.3879, -0.5165], [1.7829, 0.0152, 0.0302], [-0.5949, 1.4750, -0.1120], [-0.0667, -1.3299, -0.4307], [1.6432, -0.1881, 1.3600]], "mulliken_charge": [-0.49, 0.16, -0.29, -0.12, 0.31, 0.28, 0.15]}

=====

Entry 5:
{"formula": "C12H24BCl12F6Hg2O2P", "method": "ωB97M-V/def2-TZVPD", "e_lumo_ev": -9.5, "energy_ev": -201809.64384, "total_charge": 2, "molar_mass_g_mol": 1182.71, "spin_multiplicity": 1, "symbols": ["Hg", "Hg", "B", "F", "F", "F", "F", "O", "P", "O", "F", "F", "Cl", "C", "C", "Cl", "H", "H", "H", "H", "Cl", "C", "C", "Cl", "H", "H", "H", "H", "Cl", "C", "C", "Cl", "H", "H", "H", "H", "Cl", "C", "C", "Cl", "H", "H", "H", "H", "Cl", "C", "C", "Cl", "H", "H", "H", "H", "Cl", "C", "C", "Cl", "H", "H", "H", "H"], "positions_angstrom": [[2.9998, -0.6724, 2.5574], [2.3693, -0.1270, -2.9270], [3.9239, -1.5551, -0.0547], [3.2547, -1.3088, -1.2708], [5.1578, -2.1088, -0.2625], [4.0988, -0.3122, 0.6348], [3.0872, -2.3399, 0.7738], [1.1212, 0.8051, -1.2652], [0.6257, 0.5899, 0.1236], [1.5440, 0.3454, 1.2886], [-0.3768, -0.6157, 0.0745], [-0.2674, 1.7694, 0.5746], [-2.4884, -5.2794, -0.6648], [-2.0423, -5.3814, 1.0520], [-1.1701, -4.1889, 1.3993], [0.4800, -4.4080, 0.7833], [-1.4942, -6.2858, 1.3039], [-2.9451, -5.3685, 1.6597], [-1.0880, -4.0405, 2.4792], [-1.5358, -3.2245, 1.0479], [-1.4755, 2.8701, -3.2190], [-2.8483, 2.4713, -2.1461], [-3.9497, 1.6629, -2.7986], [-3.3640, 0.0905, -3.3412], [-3.2667, 3.3399, -1.6364], [-2.4067, 1.9029, -1.3300], [-4.4685, 2.1629, -3.6120], [-4.7017, 1.5206, -2.0201], [0.5599, -1.6376, 3.5891], [-0.9281, -0.6735, 3.3304], [-1.7756, -0.6831, 4.5885], [-0.8325, -0.1322, 5.9895], [-1.4641, -1.1453, 2.5061], [-0.6531, 0.3162, 2.9728], [-2.1295, -1.6882, 4.8176], [-2.6827, -0.0901, 4.4842], [0.0342, -0.9052, -3.7446], [-0.7086, -2.4123, -3.0719], [0.1752, -3.6067, -3.2306], [1.8328, -3.3341, -2.6238], [-1.6586, -2.4980, -3.6029], [-1.0284, -2.1465, -2.0656], [0.2559, -3.9241, -4.2700], [-0.2194, -4.4932, -2.7328], [3.3582, 2.4300, -2.1813], [4.3989, 3.7147, -2.8916], [5.8533, 3.6141, -2.4575], [5.9365, 4.2120, -0.7752], [3.9115, 4.6511, -2.6435], [4.3061, 3.5434, -3.9639], [6.5543, 4.2339, -3.0102], [6.2338, 2.5955, -2.4892], [-0.7153, 3.0366, 4.3650], [-1.6683, 3.9553, 3.1851], [-2.8314, 3.1187, 2.6489], [-3.8910, 2.5338, 3.9418], [-1.0001, 4.2548, 2.3799], [-2.0490, 4.8625, 3.6480], [-2.4715, 2.2599, 2.0896], [-3.4763, 3.7239, 2.0139]], "mulliken_charge": [1.69, 1.78, 0.33, -0.38, -0.26, -0.56, -0.38, -0.35, 0.38, -0.63, -0.13, -0.07, -0.17, -0.47, -0.34, -0.13, 0.35, 0.34, 0.30, 0.12, -0.16, -0.19, -0.47, -0.14, 0.37, -0.07, 0.37, 0.30, -0.16, 0.22, -0.49, -0.14, 0.17, -0.13, 0.40, 0.25, -0.12, -0.30, -0.42, -0.12, 0.47, 0.08, 0.38, 0.27, 0.03, -0.66, -0.37, -0.16, 0.37, 0.32, 0.35, 0.29, -0.14, -0.50, -0.15, -0.16, 0.28, 0.39, -0.06, 0.38]}